(1)
Computed, not measured: 2 unconnected molecules or ions with the total composition C54H56F6N5 in a non-equilibrium geometry, with ωB97M-V/def2-TZVPD.

Structure (ORCA input):
```
! RIJCOSX wB97M-V def2-TZVPD def2/J DEFGRID3
* xyz 1 1
C 2.92058 3.71986 4.01123
C 1.53739 3.44241 4.60675
C 1.04696 4.58537 5.49398
C 1.56762 2.11241 5.33608
C 1.83375 2.11751 6.71462
C 2.34569 0.97652 7.32848
C 2.48449 -0.19744 6.58476
C 2.09027 -0.26739 5.24576
C 2.28477 -1.62008 4.55699
C 1.20342 -2.62887 4.91726
C 3.69211 -2.15736 4.80393
C 1.58638 0.89147 4.60931
N 1.37104 0.84804 3.18184
N 2.32520 0.21095 2.45456
N 1.87212 0.21625 1.17395
C 2.68485 -0.32413 0.12191
C 2.19224 -1.39560 -0.64818
C 1.05083 -2.25517 -0.09088
C 1.59842 -3.23091 0.95750
C 0.24552 -2.95516 -1.18257
C 2.86023 -1.73115 -1.82443
C 4.06475 -1.08469 -2.11538
C 4.64540 -0.17231 -1.23360
C 3.94658 0.23132 -0.09544
C 4.54270 1.28259 0.84023
C 4.50542 2.66208 0.19025
C 5.91118 0.86243 1.38148
C 0.69810 0.93220 1.05679
C 0.00162 1.03169 -0.22686
C 0.63792 1.43042 -1.43339
C -0.07255 1.49117 -2.62214
C 0.59516 2.08442 -3.83798
F 0.07587 1.61882 -5.01197
F 0.46903 3.45974 -3.86856
F 1.94194 1.82909 -3.86718
C -1.38917 1.05515 -2.70470
C -2.01762 0.63135 -1.54160
C -3.42549 0.09272 -1.63853
F -3.82643 -0.54564 -0.50208
F -4.35206 1.08521 -1.87228
F -3.54703 -0.81419 -2.66087
C -1.36934 0.68045 -0.31451
C 0.37806 1.39668 2.32345
C -0.69225 2.22574 2.68944
H 3.28988 2.85727 3.44116
H 2.90435 4.58347 3.33827
H 3.64468 3.92221 4.81119
H 0.83110 3.35415 3.77977
H 0.11627 4.29956 5.99598
H 1.78755 4.85704 6.25354
H 0.84609 5.47559 4.89128
H 1.68611 3.03266 7.29967
H 2.64153 0.99359 8.38150
H 2.92642 -1.08166 7.05705
H 2.21132 -1.45846 3.48354
H 0.20912 -2.19881 4.75628
H 1.29669 -3.52479 4.29172
H 1.28621 -2.92884 5.96768
H 4.43292 -1.40936 4.49691
H 3.83918 -2.38764 5.86510
H 3.86962 -3.07141 4.22660
H 0.35254 -1.57870 0.42754
H 2.27492 -2.72645 1.66094
H 0.78420 -3.69314 1.52849
H 2.17540 -4.03307 0.47652
H -0.09855 -2.22710 -1.92765
H 0.83774 -3.72513 -1.68681
H -0.63224 -3.43488 -0.73503
H 2.43133 -2.48890 -2.49302
H 4.57740 -1.31914 -3.04186
H 5.63127 0.26965 -1.41594
H 3.91114 1.34551 1.73113
H 3.49583 2.86574 -0.19514
H 4.75835 3.44845 0.91415
H 5.20334 2.71698 -0.65526
H 5.79427 -0.06752 1.95401
H 6.62725 0.68336 0.57012
H 6.31647 1.62665 2.05840
H 1.68456 1.72898 -1.41449
H -1.91087 1.05512 -3.65150
H -1.88173 0.41426 0.60905
H -1.31841 2.63285 1.90460
H -0.87659 2.34597 3.75751
C -9.51789 4.98295 2.69695
N -8.08298 4.96183 2.49241
C -7.44096 4.62523 1.33473
C -6.04920 4.83924 1.48451
C -5.04713 4.69166 0.46677
C -4.18788 5.73248 0.07706
C -3.98112 6.97265 0.73037
N -3.16714 7.76091 -0.02815
C -2.74654 9.10888 0.30833
C -2.80445 7.08788 -1.20380
C -3.41446 5.81455 -1.16958
C -3.17337 4.93564 -2.21380
C -2.22942 5.30056 -3.19016
C -1.57880 6.54698 -3.17154
C -1.90999 7.49216 -2.18979
C -5.87125 5.29371 2.85683
C -7.15390 5.34225 3.46360
C -7.34553 5.47566 4.83391
C -6.19202 5.49674 5.63765
C -4.91400 5.46383 5.04914
C -4.75467 5.47044 3.65477
H -9.72178 4.92120 3.76796
H -9.97643 5.90272 2.30325
H -9.99577 4.13650 2.19623
H -7.99094 4.29128 0.46258
H -5.14836 3.85761 -0.23960
H -4.42356 7.33464 1.65173
H -1.88311 9.36909 -0.31178
H -3.54581 9.84570 0.12772
H -2.45278 9.17777 1.36395
H -3.72933 3.99791 -2.22830
H -1.99164 4.60681 -3.99248
H -0.79448 6.77865 -3.89638
H -1.49208 8.49509 -2.17391
H -8.35246 5.52583 5.25073
H -6.29858 5.50361 6.72581
H -4.03601 5.44404 5.69537
H -3.79309 5.57799 3.16475
*
```

Summary:
highest occupied orbital energy	-8.04	eV
HOMO-LUMO gap	3.5	eV
F_max	3.2	eV/Å

***

(2)
Computed, not measured: a molecular structure, C54H57F6NO4 in a non-equilibrium geometry, with ωB97M-V/def2-TZVPD.

Structure (ORCA input):
```
! RIJCOSX wB97M-V def2-TZVPD def2/J DEFGRID3
* xyz 0 1
N -16.40341 5.34750 22.08590
C -17.64322 4.83949 22.24072
C -18.12733 4.53852 20.97795
C -17.11444 4.96164 20.05217
C -16.05086 5.40460 20.73572
H -15.82987 5.55903 22.88989
H -18.06567 4.61977 23.21008
H -19.00516 3.95950 20.73191
H -17.25898 4.91169 18.98305
H -15.07021 5.68401 20.37982
C -22.59833 5.42804 21.35786
C -21.81416 6.28261 22.10375
C -20.43412 6.47127 21.75125
C -20.00415 5.84646 20.60089
C -20.79969 5.03040 19.84647
C -22.10368 4.79710 20.24701
H -23.62734 5.23014 21.61932
H -22.17965 6.87575 22.92898
H -19.75992 7.16824 22.22673
H -18.99878 5.97520 20.22798
H -20.45186 4.62517 18.90773
H -22.75645 4.16323 19.66519
C -25.93825 2.43422 25.69149
C -26.32181 1.16944 25.94590
C -25.40753 0.12826 25.97921
C -24.08745 0.34911 25.67743
C -23.67189 1.62851 25.35283
C -24.60438 2.64555 25.39039
H -26.66412 3.23063 25.76392
H -27.36848 1.04650 26.18202
H -25.74154 -0.87191 26.21265
H -23.32220 -0.41271 25.65702
H -22.67572 1.96091 25.10066
H -24.20198 3.61382 25.13171
C -20.07795 0.96893 28.23467
C -21.21869 0.33647 28.64563
C -21.44872 -0.28130 29.95267
C -20.34913 -0.39587 30.75815
C -19.13140 0.20393 30.46114
C -19.00787 0.87895 29.17106
H -20.07829 1.45738 27.27144
H -22.04626 0.25097 27.95700
H -22.35452 -0.78443 30.25728
H -20.65538 -0.98410 31.61055
H -18.39096 0.02683 31.22715
H -18.12815 1.43692 28.88616
C -24.80330 7.52026 23.01673
C -26.01450 6.86669 22.74063
C -26.14138 5.54301 23.00533
C -25.12176 4.87065 23.73682
C -23.91742 5.51646 24.00770
C -23.74284 6.83909 23.62890
H -24.71094 8.59391 22.94491
H -26.89611 7.39820 22.41406
H -27.03421 5.04615 22.65550
H -25.23474 3.83200 24.01038
H -23.13870 4.98914 24.53869
H -22.92308 7.46745 23.94443
C -24.19664 1.21032 22.50343
C -23.97488 2.49383 22.85602
C -23.08142 3.25267 22.17510
C -22.30611 2.73644 21.14094
C -22.55315 1.40695 20.77360
C -23.47823 0.59146 21.45769
H -25.01183 0.73083 23.02490
H -24.55192 2.93246 23.65667
H -22.80130 4.25427 22.46617
H -21.43584 3.22347 20.72641
H -21.91357 0.95255 20.03140
H -23.59226 -0.41296 21.07752
C -20.55390 -1.14339 26.07379
C -20.74165 0.13403 25.56207
C -21.32349 0.32710 24.31931
C -21.72867 -0.73436 23.53092
C -21.44772 -1.98191 23.96342
C -20.95460 -2.21321 25.25393
H -20.08426 -1.36982 27.01960
H -20.47600 0.96683 26.19631
H -21.42411 1.36727 24.04668
H -22.15793 -0.49062 22.57034
H -21.68249 -2.79394 23.29120
H -20.81546 -3.21040 25.64466
C -20.75098 7.60771 26.96051
C -20.99438 6.71024 25.95245
C -22.11087 5.89057 25.92892
C -22.92007 5.91372 27.03594
C -22.73362 6.79267 28.07731
C -21.60066 7.54145 28.04331
H -19.92700 8.29905 27.05816
H -20.30529 6.71872 25.12089
H -22.38156 5.26686 25.08980
H -23.81899 5.32436 26.93116
H -23.42236 6.94185 28.89570
H -21.56216 8.31848 28.79242
C -18.36577 2.04971 24.22349
C -18.69750 0.89557 23.27928
O -19.05009 1.40023 22.06806
C -19.62765 0.56011 21.14656
O -19.92701 -0.61936 21.27934
C -19.82288 1.30167 19.82852
F -20.63724 0.64814 19.01862
F -20.32932 2.51112 20.15550
F -18.67836 1.39511 19.26530
H -17.55119 1.72397 24.87039
H -19.21827 2.33985 24.83762
H -18.01557 2.91848 23.66609
H -19.47107 0.21404 23.63315
H -17.87106 0.18509 23.29693
C -20.33140 3.61800 22.38824
C -20.47703 4.73874 23.48353
O -20.28532 4.20052 24.78615
C -21.32043 3.59007 25.42427
O -22.47829 3.54275 25.03536
C -20.97694 2.79591 26.64590
F -20.91853 3.60125 27.72066
F -21.99117 1.93908 26.91034
F -19.79914 2.12430 26.43992
H -19.28199 3.32868 22.33227
H -20.45326 4.12927 21.43334
H -20.94854 2.72087 22.43731
H -21.48450 5.13905 23.37020
H -19.79831 5.56296 23.26423
*
```

Summary:
highest occupied orbital energy	-7.87	eV
HOMO-LUMO gap	7.5	eV
F_max	12.3	eV/Å